ORCA calculation (ωB97M-V with the def2-TZVPD basis set) on a structure of composition C27H30N2O3S.

```
63
Properties=species:S:1:pos:R:3:forces:R:3:mulliken_charge:R:1
C 1.0749 3.7301 -2.9785 -2.1 -4.3 -3.9 -0.6148
H 0.6861 4.3563 -3.8109 0.7 0.3 0.9 0.2577
O 2.0760 4.2085 -2.2950 1.1 7.7 -2.1 -0.4450
C 2.7392 3.6502 -1.3852 4.0 1.6 1.5 0.5332
C 2.3960 2.4180 -1.1965 2.8 -6.2 7.4 0.0350
C 3.1666 1.8402 0.0174 -1.8 0.9 -1.9 0.4070
C 4.1747 2.6077 0.7711 -4.9 -13.8 0.7 -0.4013
C 4.5906 3.6398 0.2315 5.3 9.7 0.0 -0.1867
C 3.9159 4.2960 -0.7607 -2.7 -0.1 -1.5 -1.1025
H 4.0324 5.3343 -1.0163 0.5 0.1 -0.1 0.4449
H 5.4654 4.1324 0.9376 -1.9 -0.6 -2.5 0.2301
O 4.9913 1.6304 1.6605 -8.5 -0.6 -6.8 -0.2660
C 5.7934 2.3694 2.2184 7.7 0.7 11.1 -1.2548
H 5.5391 3.1435 3.0054 -0.9 -0.3 -1.1 0.4318
H 6.2462 1.5339 3.0216 -0.2 2.0 -1.1 0.2094
H 6.7090 2.6810 1.8382 1.5 0.8 -2.0 0.4940
N 2.7395 0.5556 0.4190 2.5 -0.2 7.5 0.1257
C 2.3027 -0.4964 -0.2090 -0.9 -4.3 -2.3 0.1720
N 1.8948 -1.8237 0.4862 8.3 10.7 0.1 0.3943
C 1.2004 -2.6842 -0.0730 -3.8 -6.4 -12.5 -1.7780
C -0.2173 -2.3237 -0.4509 4.7 2.6 10.8 -1.8387
H -0.7178 -3.0338 -0.7172 -5.5 -7.7 -4.2 1.2521
C -0.8713 -2.0782 1.0950 -0.7 5.1 -2.3 -1.0010
C -0.0321 -0.9403 1.9329 1.2 -8.1 -3.3 -1.6685
C 1.5488 -1.7114 1.7109 -0.3 18.9 0.9 -2.3693
H 1.9366 -0.8497 2.4070 0.9 -1.8 -1.4 -0.1156
H 1.3515 -2.3404 2.2369 -2.8 -14.2 10.2 1.7475
H -0.0174 -0.1976 1.3045 0.1 4.7 -3.0 0.8137
H -0.4505 -0.7680 2.8378 -0.8 0.4 3.0 0.8260
H -1.0148 -2.9054 1.6278 0.4 -3.8 2.3 1.2653
C -2.3190 -1.6200 0.8945 -2.2 4.2 -0.3 2.1655
C -3.3005 -2.5376 0.1433 -1.5 -1.6 0.7 -0.0509
C -4.6065 -2.0868 -0.1065 2.0 5.0 0.5 0.2432
C -5.5969 -2.8183 -0.7239 -0.9 -2.7 1.0 -0.8486
C -5.3030 -4.2005 -0.7544 5.3 1.6 2.8 -0.6066
C -4.0152 -4.8993 -0.1581 -5.3 9.4 -3.1 -1.1681
C -3.0804 -3.9792 0.0595 2.8 3.0 4.1 -0.2852
H -2.2413 -4.2000 0.7871 -0.2 -0.5 -1.7 0.1155
H -3.8304 -5.8217 -0.3050 0.8 -6.7 -0.4 0.6301
H -5.9103 -4.9255 -0.9672 -4.2 -3.4 -1.8 0.5735
H -6.6624 -2.4455 -0.8585 1.7 -0.5 -0.2 0.3136
H -4.7312 -0.8606 0.1548 -0.1 -3.5 -0.9 -0.0056
C -2.3516 -0.1102 0.0992 -1.8 -4.2 -2.5 -0.2735
C -2.4635 -0.0735 -1.3441 0.5 -11.3 3.6 0.1048
C -2.2397 0.9654 -2.0306 -2.0 3.4 -3.9 -0.6013
C -2.4698 2.1357 -1.3661 2.3 3.6 2.1 -0.6551
C -2.4419 2.2450 0.0407 0.2 1.4 -0.4 -0.5301
C -2.5436 1.0505 0.7234 2.5 -0.1 3.5 -0.0029
H -2.2888 0.8951 1.8018 -0.9 1.1 -0.6 0.3896
H -2.1384 3.1868 0.6680 -1.3 -1.6 -1.7 0.2608
H -2.2613 3.0449 -1.8933 -0.4 0.6 -0.4 0.4932
H -2.3707 0.8938 -3.1000 0.6 0.4 -0.3 0.4372
H -2.5864 -1.3403 -1.8814 0.6 4.3 1.4 -0.0087
O -2.9219 -1.2489 2.2749 0.5 -0.9 -1.0 -0.6685
H -3.8945 -1.0449 2.2920 1.4 -0.5 -0.8 0.4990
H -0.3450 -1.4197 -0.7576 -0.4 5.1 -3.2 0.7248
H 1.6545 -2.8575 -1.2627 -0.6 -0.1 3.2 0.3521
H 1.3307 -3.5631 0.4502 -0.4 -2.4 0.8 0.6773
S 2.2718 -0.6623 -1.8377 0.0 0.6 -1.1 -0.3099
H 3.0922 0.2672 1.5891 -1.3 1.3 -4.6 0.4659
H 1.5930 1.8218 -1.5630 -0.1 0.1 -0.4 0.4771
H 0.2215 3.4719 -2.3386 0.0 -0.4 -0.2 0.2553
H 1.5003 2.7625 -3.5961 -1.5 1.7 1.5 0.2385
```
Forces are in eV/Å.

Net charge: 0
HOMO-LUMO gap, eV: 7.7
Electronic energy, hartree: -1779.46724
Spin multiplicity: 1
Energy above the lowest of the compared OMol25 structures with the same formula, charge and spin, kcal/mol: 519.17